# 1
Formula: C5H11N3OS2
Source: the OMol25 dataset
Level of theory: ωB97M-V with the def2-TZVPD basis set

Summary:
Energy, Ha: -1232.829508
LUMO level, eV: -0.36
Highest occupied orbital energy, eV: -7.66
SMILES string: CS/N=C/NN.C=COC=S
Kohn-Sham gap, eV: 7.31

Last column: natural (NBO) charge in e.
Positions of all 22 atoms, in Å:
C1 3.998 -0.520 1.026  -0.754
S1 2.943 -1.055 -0.313  0.370
N1 1.914 0.319 -0.335  -0.696
C2 0.808 0.200 -0.970  0.219
N2 -0.063 1.239 -1.107  -0.455
N3 0.360 2.541 -0.785  -0.636
H1 4.485 0.405 0.750  0.219
H2 3.428 -0.389 1.956  0.216
H3 4.766 -1.270 1.186  0.227
H4 0.458 -0.727 -1.445  0.152
H5 -0.705 1.202 -1.890  0.387
H6 1.346 2.590 -1.020  0.352
H7 0.331 2.612 0.233  0.349
C3 -4.359 -0.121 0.526  -0.454
C4 -3.001 -0.339 0.615  0.095
O1 -2.248 -0.846 -0.477  -0.491
C5 -1.111 -1.562 -0.113  0.005
S2 -0.193 -2.454 -1.058  0.058
H8 -5.114 0.365 1.240  0.244
H9 -4.746 -0.348 -0.577  0.211
H10 -2.597 -0.398 1.614  0.188
H11 -0.699 -1.443 0.941  0.194

# 2
Formula: C23H21F10IrN5
Source: the OMol25 dataset
Level of theory: ωB97M-V with the def2-TZVPD basis set

Summary:
Energy, Ha: -2265.410399
Multiplicity: 5
LUMO level (alpha / beta), eV: -2.18 / -5.19
Highest occupied orbital energy (alpha / beta), eV: -10.48 / -11.44
⟨S²⟩: 6.04
Charge: +1
Kohn-Sham gap (alpha / beta), eV: 8.30 / 6.25

Last column: natural (NBO) charge in e.
Positions of all 60 atoms, in Å:
Ir1 -0.237 -1.491 -0.298  1.132
C1 -0.716 -1.451 2.876  -0.425
N1 -0.027 -2.260 1.865  -0.441
C2 -0.646 -3.578 1.653  -0.237
C3 -2.030 -3.424 1.041  -0.265
N2 -2.011 -2.497 -0.100  -0.501
C4 -3.192 -2.154 -0.704  0.069
C5 -3.156 -1.353 -1.868  0.337
F1 -1.980 -0.955 -2.356  -0.287
C6 -4.282 -0.966 -2.556  0.273
F2 -4.173 -0.215 -3.642  -0.267
C7 -5.531 -1.366 -2.110  0.325
F3 -6.618 -0.999 -2.758  -0.255
C8 -5.625 -2.160 -0.975  0.277
F4 -6.814 -2.550 -0.544  -0.264
C9 -4.490 -2.543 -0.294  0.322
F5 -4.675 -3.310 0.783  -0.288
C10 1.433 -2.292 2.094  -0.228
C11 2.073 -1.086 1.411  -0.237
N3 1.640 -1.090 0.012  -0.618
C12 2.606 -0.903 -0.988  -0.004
C13 2.831 -1.835 -1.993  0.367
F6 2.147 -2.983 -1.996  -0.299
C14 3.753 -1.608 -2.999  0.269
F7 3.953 -2.523 -3.939  -0.271
C15 4.482 -0.430 -3.019  0.290
F8 5.363 -0.209 -3.984  -0.267
C16 4.283 0.517 -2.026  0.278
F9 4.962 1.658 -2.039  -0.275
C17 3.353 0.271 -1.035  0.308
F10 3.130 1.215 -0.102  -0.312
H1 -0.726 -1.963 3.844  0.201
H2 -1.737 -1.238 2.566  0.219
H3 -0.201 -0.499 2.985  0.215
H4 -0.732 -4.145 2.587  0.214
H5 0.004 -4.136 0.977  0.223
H6 -2.722 -3.054 1.797  0.222
H7 -2.401 -4.403 0.730  0.239
H8 1.831 -3.200 1.641  0.219
H9 1.656 -2.315 3.165  0.211
H10 3.160 -1.157 1.480  0.224
H11 1.776 -0.156 1.907  0.196
N4 -1.017 0.594 0.259  -0.565
C18 -0.455 1.613 0.274  0.589
N5 0.143 2.766 0.318  -0.457
C19 0.527 3.445 -0.938  -0.200
C20 0.391 4.948 -0.764  -0.412
C21 1.168 5.428 0.460  -0.402
C22 0.695 4.699 1.715  -0.411
C23 0.830 3.194 1.553  -0.200
H12 -0.116 3.069 -1.731  0.224
H13 1.562 3.176 -1.169  0.202
H14 -0.666 5.203 -0.656  0.212
H15 0.754 5.434 -1.670  0.233
H16 1.046 6.504 0.584  0.231
H17 2.237 5.245 0.310  0.205
H18 -0.351 4.945 1.915  0.212
H19 1.275 5.006 2.586  0.231
H20 0.380 2.659 2.388  0.217
H21 1.884 2.907 1.478  0.204

# 3
Formula: C2HN3O2S
Source: the OMol25 dataset
Level of theory: ωB97M-V with the def2-TZVPD basis set

Summary:
Energy, Ha: -789.500683
LUMO level, eV: -0.75
Highest occupied orbital energy, eV: -9.93
SMILES string: C#C[N+](=O)[O-].N#[N+][S-]
Kohn-Sham gap, eV: 9.18

Last column: natural (NBO) charge in e.
Positions of all 9 atoms, in Å:
C1 2.103 -0.374 0.153  -0.155
C2 1.175 0.385 0.098  0.048
N1 0.096 1.386 0.172  0.513
O1 0.198 2.312 -0.537  -0.287
O2 -0.853 1.176 0.944  -0.369
H1 2.989 -0.913 -0.026  0.249
N2 -0.955 -0.645 -0.696  -0.002
N3 -1.807 -1.267 -0.359  -0.119
S1 -2.945 -2.060 0.251  0.122

# 4
Formula: C41H43N6O3P2Re
Source: the OMol25 dataset
Level of theory: ωB97M-V with the def2-TZVPD basis set

Summary:
Energy, Ha: -2902.409062
Multiplicity: 4
LUMO level (alpha / beta), eV: -9.01 / -10.72
Highest occupied orbital energy (alpha / beta), eV: -13.93 / -13.94
⟨S²⟩: 3.87
Charge: +3
Kohn-Sham gap (alpha / beta), eV: 4.92 / 3.21

Last column: Mulliken charge in e.
Positions of all 96 atoms, in Å:
Re1 0.209 0.103 -0.223  0.826
C1 -3.284 -1.051 -0.760  -2.138
N1 -4.083 -0.032 -0.166  1.829
C2 -3.352 1.040 0.429  -2.609
P1 -1.796 1.544 -0.458  1.225
C3 -2.257 1.600 -2.196  0.470
C4 -3.531 2.022 -2.576  -0.519
C5 -3.922 1.894 -3.899  -0.921
C6 -3.051 1.362 -4.841  -0.680
C7 -1.774 0.962 -4.471  -0.947
C8 -1.380 1.074 -3.150  -0.262
C9 -1.735 3.218 0.243  1.297
C10 -1.878 4.344 -0.561  -0.746
C11 -1.908 5.603 0.024  -0.797
C12 -1.785 5.737 1.400  -0.775
C13 -1.643 4.612 2.204  -0.795
C14 -1.616 3.352 1.630  -0.855
C15 -5.479 -0.102 -0.081  0.999
C16 -6.198 -1.082 -0.781  -0.476
C17 -7.577 -1.145 -0.697  -0.824
C18 -8.291 -0.227 0.057  -0.593
C19 -7.595 0.752 0.747  -0.885
C20 -6.212 0.808 0.697  -0.318
P2 -1.683 -1.563 0.132  0.262
C21 -1.478 -2.992 -0.977  1.733
C22 -1.964 -4.260 -0.684  -0.683
C23 -1.824 -5.272 -1.623  -0.708
C24 -1.196 -5.024 -2.837  -0.788
C25 -0.687 -3.764 -3.117  -0.951
C26 -0.829 -2.746 -2.188  -0.292
C27 -2.274 -1.692 1.837  1.200
C28 -3.254 -2.597 2.220  -0.882
C29 -3.555 -2.745 3.569  -1.029
C30 -2.904 -1.978 4.522  -0.786
C31 -1.961 -1.033 4.135  -0.824
C32 -1.637 -0.902 2.798  0.196
H1 -2.944 -0.795 -1.775  0.140
H2 -3.840 -1.983 -0.831  1.276
H3 -3.049 0.800 1.461  0.529
H4 -3.951 1.947 0.464  1.366
H5 -4.213 2.447 -1.849  0.455
H6 -4.916 2.201 -4.196  0.512
H7 -3.361 1.262 -5.873  0.482
H8 -1.093 0.563 -5.211  0.516
H9 -0.372 0.784 -2.860  0.302
H10 -1.999 4.241 -1.633  0.541
H11 -2.044 6.481 -0.594  0.518
H12 -1.818 6.719 1.853  0.471
H13 -1.578 4.718 3.280  0.543
H14 -1.523 2.469 2.254  0.426
H15 -5.694 -1.796 -1.419  0.452
H16 -8.105 -1.919 -1.240  0.423
H17 -9.369 -0.279 0.115  0.431
H18 -8.131 1.478 1.344  0.414
H19 -5.722 1.554 1.307  0.408
H20 -2.430 -4.468 0.270  0.429
H21 -2.201 -6.262 -1.407  0.499
H22 -1.110 -5.813 -3.572  0.455
H23 -0.187 -3.579 -4.059  0.504
H24 -0.443 -1.752 -2.407  0.212
H25 -3.797 -3.176 1.484  0.468
H26 -4.300 -3.467 3.874  0.490
H27 -3.128 -2.117 5.571  0.449
H28 -1.482 -0.415 4.884  0.496
H29 -0.875 -0.188 2.478  -0.017
C33 4.414 -1.238 -0.636  -1.946
C34 2.961 -1.070 -0.380  0.722
N2 2.282 -0.005 -0.692  0.394
O1 2.897 1.050 -1.312  -0.412
C35 2.148 -2.080 0.256  0.375
C36 2.558 -3.454 0.622  -1.500
N3 0.896 -1.696 0.453  0.865
O2 0.097 -2.517 1.016  -0.738
H30 4.952 -0.290 -0.603  0.597
H31 4.579 -1.710 -1.610  0.353
H32 4.855 -1.890 0.115  0.488
H33 3.743 0.752 -1.680  0.398
H34 3.618 -3.629 0.468  0.447
H35 1.988 -4.158 0.007  0.292
H36 2.293 -3.668 1.659  0.327
C37 1.488 4.602 -1.665  -0.792
N4 1.563 4.020 -0.320  0.335
C38 2.120 4.676 0.732  -0.266
C39 2.228 4.102 1.952  -1.297
C40 1.757 2.771 2.106  0.694
N5 1.207 2.140 1.053  0.160
C41 1.104 2.758 -0.121  -0.023
O3 0.548 2.126 -1.084  -0.704
N6 1.826 2.128 3.264  -0.314
H37 1.642 5.676 -1.611  0.404
H38 0.514 4.393 -2.094  0.267
H39 2.246 4.156 -2.308  0.251
H40 2.474 5.680 0.541  0.563
H41 2.673 4.629 2.783  0.515
H42 2.247 2.558 4.072  0.254
H43 1.510 1.176 3.336  0.146

# 5
Formula: C45H80B2Br2FN2O11
Source: the OMol25 dataset
Level of theory: ωB97M-V with the def2-TZVPD basis set

Summary:
Energy, Ha: -7997.458017
LUMO level, eV: 1.71
Highest occupied orbital energy, eV: -5.14
Charge: -1
Kohn-Sham gap, eV: 6.86

Last column: Mulliken charge in e.
Positions of all 143 atoms, in Å:
C1 -4.507 -2.275 -3.035  -1.489
C2 -3.535 -1.297 -3.673  0.250
Br1 -4.356 0.142 -4.647  -0.231
C3 -2.207 -1.389 -3.615  0.259
Br2 -1.596 -2.974 -2.626  -0.265
B1 -1.123 -0.390 -4.297  0.862
C4 0.452 -0.703 -3.845  -1.997
C5 0.807 -0.502 -2.381  1.068
C6 -0.064 -0.254 -1.345  0.193
C7 0.385 -0.131 -0.053  -1.095
C8 1.708 -0.242 0.276  1.160
C9 2.180 -0.142 1.710  -1.292
C10 2.600 -0.457 -0.756  -1.143
C11 2.144 -0.582 -2.040  -0.808
B2 -1.135 -0.744 -5.978  0.048
N1 -0.052 -0.374 -6.923  -0.462
O1 -2.160 -1.472 -6.567  -0.856
C12 -1.345 1.199 -4.073  -0.001
O2 -1.019 1.975 -4.955  -0.649
N2 -1.971 1.833 -2.862  0.043
C13 -1.428 3.108 -2.719  0.574
O3 -2.033 4.151 -2.824  -0.627
F1 -0.113 3.148 -2.466  -0.223
H1 -5.541 -2.042 -3.297  0.407
H2 -4.359 -2.319 -1.956  0.305
H3 -4.292 -3.258 -3.464  0.317
H4 0.756 -1.685 -4.228  0.563
H5 1.043 0.041 -4.399  0.455
H6 -1.126 -0.188 -1.544  0.320
H7 -0.312 0.056 0.761  0.397
H8 1.603 -0.868 2.298  0.266
H9 3.221 -0.448 1.832  0.316
H10 1.980 0.852 2.116  0.315
H11 3.668 -0.558 -0.578  0.271
H12 2.868 -0.775 -2.829  0.398
H13 0.596 -1.163 -6.924  0.257
H14 0.476 0.426 -6.591  0.258
H15 -1.999 -1.462 -7.520  0.306
H16 -2.945 2.038 -3.079  0.358
C14 2.233 -3.985 6.225  -0.255
C15 3.336 -4.055 5.178  -0.640
C16 2.555 -3.870 3.887  -0.073
O4 1.422 -3.043 4.205  -0.400
C17 1.306 -2.940 5.628  -0.434
H17 2.585 -3.718 7.222  0.183
H18 1.720 -4.950 6.287  0.249
H19 4.032 -3.223 5.318  0.277
H20 3.906 -4.983 5.200  0.350
H21 2.179 -4.821 3.511  0.075
H22 3.146 -3.394 3.103  0.204
H23 1.608 -1.928 5.923  0.220
H24 0.263 -3.089 5.918  0.272
C18 5.764 -6.614 1.015  -0.567
C19 4.567 -6.581 0.075  -0.542
C20 3.407 -6.755 1.042  -0.436
O5 3.815 -6.164 2.282  -0.302
C21 5.218 -5.891 2.237  -0.408
H25 6.658 -6.142 0.607  0.339
H26 6.010 -7.648 1.269  0.252
H27 4.504 -5.605 -0.413  0.269
H28 4.592 -7.347 -0.699  0.334
H29 3.195 -7.814 1.224  0.266
H30 2.492 -6.273 0.695  0.258
H31 5.351 -4.807 2.148  0.250
H32 5.683 -6.222 3.167  0.302
C22 -2.873 7.390 -5.863  -0.615
C23 -2.089 6.744 -4.727  -0.168
C24 -0.797 7.542 -4.753  -0.261
O6 -1.133 8.859 -5.215  -0.414
C25 -2.465 8.850 -5.734  -0.438
H33 -3.950 7.242 -5.792  0.362
H34 -2.535 6.989 -6.822  0.248
H35 -2.608 6.901 -3.779  0.146
H36 -1.931 5.676 -4.852  0.183
H37 -0.076 7.111 -5.456  0.294
H38 -0.327 7.609 -3.771  0.103
H39 -3.111 9.381 -5.024  0.232
H40 -2.488 9.382 -6.687  0.311
C26 2.885 -1.076 10.804  -0.692
C27 1.498 -1.702 10.821  -0.110
C28 1.352 -2.175 9.383  -0.589
O7 2.670 -2.497 8.921  -0.317
C29 3.634 -2.002 9.857  -0.540
H41 3.350 -1.008 11.787  0.361
H42 2.833 -0.070 10.382  0.284
H43 1.486 -2.560 11.500  0.222
H44 0.709 -1.016 11.125  0.118
H45 0.952 -1.383 8.742  0.305
H46 0.709 -3.053 9.290  0.298
H47 4.058 -2.859 10.392  0.276
H48 4.437 -1.497 9.319  0.317
C30 -1.234 8.819 -0.636  -0.462
C31 -0.625 9.905 -1.513  -0.246
C32 0.396 10.529 -0.574  -0.471
O8 0.836 9.488 0.302  -0.415
C33 -0.026 8.351 0.160  -0.392
H49 -1.711 8.016 -1.197  0.214
H50 -1.980 9.256 0.034  0.322
H51 -0.121 9.452 -2.368  0.043
H52 -1.351 10.625 -1.889  0.360
H53 -0.057 11.319 0.037  0.257
H54 1.254 10.948 -1.101  0.286
H55 0.524 7.571 -0.376  0.238
H56 -0.292 7.970 1.147  0.279
C34 -2.205 2.219 -8.631  -0.235
C35 -3.598 1.604 -8.598  -0.116
C36 -3.793 1.192 -10.051  -0.522
O9 -2.498 0.877 -10.566  -0.454
C37 -1.495 1.327 -9.635  -0.110
H57 -1.711 2.243 -7.660  0.084
H58 -2.261 3.244 -9.012  0.329
H59 -3.599 0.722 -7.953  -0.108
H60 -4.372 2.285 -8.243  0.383
H61 -4.205 2.016 -10.646  0.276
H62 -4.448 0.325 -10.159  0.288
H63 -1.065 0.451 -9.146  -0.003
H64 -0.703 1.847 -10.177  0.294
C38 -1.373 -5.808 -7.055  -0.606
C39 -0.556 -6.264 -5.851  -0.476
C40 0.714 -5.438 -6.004  -0.445
O10 0.333 -4.216 -6.635  -0.396
C41 -1.009 -4.334 -7.130  0.050
H65 -2.444 -5.975 -6.949  0.327
H66 -1.033 -6.328 -7.956  0.265
H67 -1.071 -5.990 -4.928  0.200
H68 -0.364 -7.337 -5.830  0.362
H69 1.441 -5.945 -6.650  0.276
H70 1.192 -5.219 -5.048  0.248
H71 -1.656 -3.731 -6.493  0.016
H72 -1.057 -3.939 -8.147  0.253
C42 -2.086 -1.080 14.476  -0.531
C43 -3.044 -0.574 13.408  -0.551
C44 -2.183 0.439 12.673  -0.375
O11 -0.829 -0.022 12.767  -0.397
C45 -0.760 -1.083 13.730  -0.346
H73 -2.350 -2.058 14.875  0.328
H74 -2.047 -0.371 15.307  0.261
H75 -3.317 -1.392 12.736  0.263
H76 -3.961 -0.142 13.807  0.341
H77 -2.239 1.425 13.146  0.241
H78 -2.458 0.542 11.622  0.273
H79 -0.613 -2.024 13.189  0.200
H80 0.094 -0.924 14.389  0.311

# 6
Formula: C7H8O
Source: the OMol25 dataset
Level of theory: ωB97M-V with the def2-TZVPD basis set

Summary:
Energy, Ha: -346.677030
LUMO level, eV: 0.96
Highest occupied orbital energy, eV: -9.04
SMILES string: O[C@]12C=C[C@H](C=C1)C2
Kohn-Sham gap, eV: 10.00

Last column: natural (NBO) charge in e.
Positions of all 16 atoms, in Å:
O1 0.269 -2.238 0.516  -0.693
C1 0.064 -0.904 0.159  0.171
C2 1.366 -0.131 -0.160  -0.206
C3 1.140 1.174 -0.008  -0.186
C4 -0.408 1.234 0.235  -0.297
C5 -1.151 0.643 -0.975  -0.186
C6 -0.902 -0.635 -1.051  -0.214
C7 -0.453 0.033 1.185  -0.388
H1 1.047 -2.525 -0.012  0.468
H2 2.255 -0.685 -0.402  0.206
H3 1.750 2.069 -0.202  0.224
H4 -0.774 2.211 0.647  0.224
H5 -1.576 1.279 -1.778  0.216
H6 -1.185 -1.352 -1.839  0.227
H7 -1.427 -0.323 1.516  0.209
H8 -0.014 0.150 2.168  0.226